Record 1
{"formula": "C19H43AuP2SbSi3", "method": "ωB97M-V/def2-TZVPD", "homo_lumo_gap_ev": 8.1, "total_charge": 1, "homo_energy_ev": -10.363, "energy_ev": -72840.8180, "species": ["Au", "C", "P", "C", "C", "C", "C", "C", "C", "C", "P", "C", "C", "H", "H", "H", "H", "H", "H", "H", "H", "H", "H", "H", "H", "H", "H", "H", "H", "C", "Si", "C", "C", "Sb", "Si", "C", "C", "C", "Si", "C", "C", "C", "H", "H", "H", "H", "H", "H", "H", "H", "H", "H", "H", "H", "H", "H", "H", "H", "H", "H", "H", "H", "H", "H", "H", "H", "H", "H", "H"], "xyz": [[-0.391027, -0.934086, 0.728091], [1.552686, 1.319156, 3.129869], [0.382775, -0.086406, 3.156859], [0.815532, -0.884712, 4.743747], [-1.225767, 0.699557, 3.577671], [-1.263208, 1.782842, 4.457336], [-2.460508, 2.373099, 4.823588], [-3.655377, 1.877712, 4.321363], [-3.639384, 0.801131, 3.452023], [-2.437395, 0.205637, 3.063740], [-2.479827, -1.199047, 1.887324], [-3.916599, -0.854700, 0.814192], [-3.032614, -2.588651, 2.917528], [1.683991, 1.784554, 4.107758], [1.210167, 2.070516, 2.419070], [2.521726, 0.947701, 2.794446], [0.693017, -0.181060, 5.568402], [1.852739, -1.219182, 4.706387], [0.185949, -1.755971, 4.920491], [-0.341811, 2.176283, 4.868404], [-2.462845, 3.215082, 5.503433], [-4.596260, 2.329626, 4.606360], [-4.579715, 0.426579, 3.066231], [-4.871589, -0.991265, 1.323521], [-3.874969, -1.527232, -0.041661], [-3.845179, 0.170674, 0.450993], [-3.931086, -2.287262, 3.457311], [-2.261428, -2.872130, 3.632175], [-3.255719, -3.450801, 2.289202], [-2.279838, 0.255837, -3.023384], [-0.778871, -0.776718, -3.383744], [-0.030915, -0.295497, -5.011738], [-1.169479, -2.589112, -3.304311], [0.837461, -0.341059, -1.456278], [2.989144, -1.655597, -1.887747], [4.268642, -1.007085, -0.713743], [3.474787, -1.409421, -3.659697], [2.573210, -3.422058, -1.517270], [1.246728, 2.183335, -1.421763], [-0.236158, 2.877119, -0.540842], [2.818956, 2.511333, -0.492002], [1.354084, 2.815797, -3.163413], [-3.019542, 0.122865, -3.818478], [-2.034475, 1.319200, -2.971947], [-2.736641, -0.035995, -2.075079], [-0.759405, -0.481518, -5.806713], [0.870149, -0.864878, -5.242267], [0.223256, 0.765736, -5.031848], [-1.950207, -2.845592, -4.025930], [-1.521099, -2.856529, -2.305195], [-0.292771, -3.200089, -3.529842], [4.517119, 0.035635, -0.914734], [5.185341, -1.596952, -0.804996], [3.918646, -1.084239, 0.318415], [3.513544, -0.350954, -3.925919], [2.769532, -1.906629, -4.328272], [4.464834, -1.838570, -3.838846], [2.281165, -3.534390, -0.471034], [3.443027, -4.059679, -1.699498], [1.752512, -3.784087, -2.139271], [-0.370436, 2.404730, 0.434548], [-1.146962, 2.702901, -1.118817], [-0.131281, 3.955775, -0.392142], [2.869006, 1.938980, 0.436062], [2.886500, 3.574053, -0.242316], [3.690996, 2.255086, -1.097013], [0.391794, 2.734374, -3.673723], [2.097612, 2.265689, -3.744146], [1.643759, 3.870563, -3.160924]], "forces_ev_per_a": [[-0.152, -0.174, 0.620], [-0.012, 0.005, 0.086], [-0.118, 0.077, -0.366], [0.035, -0.082, -0.020], [-0.031, -0.009, 0.063], [0.003, -0.036, -0.014], [-0.024, 0.000, 0.000], [0.008, 0.015, 0.017], [0.045, -0.014, -0.009], [-0.063, -0.022, 0.013], [0.188, 0.421, -0.296], [-0.029, -0.030, 0.151], [0.038, -0.091, -0.052], [-0.006, 0.002, -0.013], [-0.014, 0.000, -0.032], [-0.001, -0.010, 0.013], [0.017, -0.014, 0.011], [0.001, 0.002, -0.005], [-0.028, 0.018, -0.008], [-0.001, -0.004, -0.005], [0.004, -0.007, -0.008], [0.004, -0.004, -0.006], [0.012, 0.004, 0.005], [0.014, 0.011, 0.002], [-0.007, -0.031, 0.015], [0.022, -0.013, -0.020], [-0.012, -0.055, 0.025], [0.020, 0.036, -0.003], [-0.005, 0.002, -0.005], [-0.181, 0.103, 0.020], [0.154, 0.013, 0.135], [0.052, 0.066, -0.167], [-0.068, -0.184, -0.003], [0.085, 0.008, -0.170], [-0.179, 0.159, 0.048], [0.147, 0.040, 0.145], [0.082, 0.021, -0.190], [-0.024, -0.213, 0.049], [-0.056, -0.204, -0.027], [-0.144, 0.098, 0.076], [0.171, 0.035, 0.105], [0.013, 0.075, -0.171], [-0.012, 0.015, 0.048], [-0.019, -0.021, -0.012], [0.001, 0.022, -0.015], [0.042, 0.015, -0.008], [-0.015, 0.005, -0.003], [0.004, -0.026, -0.037], [0.016, -0.015, 0.025], [-0.009, -0.032, -0.029], [-0.020, 0.004, -0.002], [0.014, -0.016, 0.009], [-0.009, 0.027, 0.024], [0.035, 0.011, -0.010], [0.014, -0.030, -0.018], [0.026, 0.020, -0.018], [-0.028, 0.009, -0.018], [0.001, -0.032, -0.019], [-0.032, -0.008, 0.013], [0.015, -0.012, 0.011], [-0.008, 0.019, 0.034], [0.011, 0.013, 0.029], [-0.017, -0.027, -0.002], [0.017, 0.029, -0.006], [0.023, -0.021, 0.002], [-0.006, 0.014, 0.027], [0.032, 0.011, -0.007], [-0.012, 0.031, -0.008], [-0.019, -0.019, -0.019]], "nbo_charge": [0.37, -0.94, 0.77, -0.93, -0.23, -0.23, -0.17, -0.19, -0.19, -0.38, 0.84, -0.95, -0.93, 0.23, 0.24, 0.25, 0.23, 0.25, 0.24, 0.22, 0.23, 0.23, 0.22, 0.23, 0.25, 0.25, 0.24, 0.25, 0.25, -1.13, 1.41, -1.14, -1.13, -0.38, 1.43, -1.13, -1.14, -1.13, 1.42, -1.13, -1.13, -1.14, 0.25, 0.24, 0.24, 0.25, 0.25, 0.25, 0.25, 0.25, 0.24, 0.24, 0.25, 0.24, 0.25, 0.24, 0.26, 0.25, 0.25, 0.24, 0.24, 0.25, 0.25, 0.24, 0.25, 0.25, 0.24, 0.25, 0.25]}



Record 2
{"formula": "C19H43Br2GaO4PS", "method": "ωB97M-V/def2-TZVPD", "homo_lumo_gap_ev": 6.7, "total_charge": -1, "homo_energy_ev": -4.960, "energy_ev": -241169.9414, "species": ["C", "O", "C", "C", "C", "C", "C", "C", "C", "C", "C", "C", "Ga", "C", "C", "C", "C", "C", "O", "C", "P", "O", "O", "S", "H", "H", "H", "H", "H", "H", "H", "H", "H", "H", "H", "H", "H", "H", "H", "H", "H", "H", "H", "H", "H", "H", "H", "H", "H", "H", "H", "H", "H", "H", "H", "H", "H", "H", "H", "H", "H", "H", "H", "Br", "C", "C", "Br", "H", "H", "H", "H"], "xyz": [[5.137897, -1.874410, 1.489108], [3.952202, -1.077293, 1.090277], [2.983813, -1.902575, 0.345632], [2.941217, -1.600234, -1.277194], [3.538607, -0.132517, -1.703637], [2.487643, 1.112799, -1.511489], [2.015243, 1.374669, 0.040663], [1.345131, 2.906264, 0.089271], [-0.290932, 2.734497, 0.116238], [-1.090539, 3.867702, -0.806084], [-2.630888, 3.251436, -1.019506], [-2.795950, 2.379188, -2.397382], [-4.533033, 1.182503, -2.416569], [-5.242258, 1.022781, -0.436408], [-6.267289, -0.215341, -0.302598], [-6.118954, -1.239204, 0.932927], [-4.882565, -1.036980, 1.966170], [-3.386448, -1.370259, 1.339097], [-2.655335, -2.429934, 2.049742], [-1.360181, -2.523980, 1.298735], [-3.955451, -0.866087, -3.375475], [-4.731687, -1.073530, -4.957851], [-4.378321, -2.275403, -2.445438], [-2.011668, -1.030144, -3.736420], [5.297362, -2.837095, 0.820270], [6.119815, -1.204869, 1.441392], [4.987106, -2.156862, 2.631998], [3.135836, -3.066213, 0.496737], [1.908356, -1.655779, 0.797387], [3.537033, -2.465188, -1.812583], [1.838393, -1.659644, -1.676310], [3.793548, -0.184856, -2.868103], [4.549768, 0.151503, -1.164317], [1.536988, 1.012904, -2.214278], [3.046547, 2.095384, -1.872419], [1.191587, 0.603628, 0.413045], [2.898177, 1.349128, 0.811162], [1.642286, 3.484137, -0.889247], [1.673643, 3.498599, 1.066763], [-0.593582, 1.664422, -0.292541], [-0.654978, 2.790667, 1.242515], [-0.549565, 4.085324, -1.821431], [-1.198011, 4.829352, -0.114449], [-3.391914, 4.157038, -1.007094], [-2.830959, 2.623587, -0.026129], [-2.856497, 3.120039, -3.305694], [-1.846482, 1.682236, -2.542345], [-5.679575, 1.853306, -3.303677], [-4.282301, 1.018301, 0.221210], [-5.863425, 2.027252, -0.271484], [-6.246861, -0.852400, -1.311816], [-7.371681, 0.236598, -0.265102], [-6.078201, -2.355310, 0.513453], [-7.125259, -1.199562, 1.571842], [-5.029759, -1.819693, 2.854758], [-4.866706, 0.027121, 2.496615], [-3.421519, -1.522655, 0.161657], [-2.756413, -0.367759, 1.496096], [-0.492343, -2.956216, 1.962315], [-0.990673, -1.490087, 0.888542], [-1.561821, -3.211905, 0.367655], [-4.287950, -1.849543, -5.444922], [-4.276769, -3.130176, -2.987856], [9.870036, -1.461015, 5.266120], [9.074622, -1.313428, 3.491586], [8.285353, -0.032934, 3.350850], [6.562873, -0.162230, 4.256863], [8.473415, -2.213668, 3.335275], [9.921312, -1.322598, 2.799176], [8.040931, 0.156498, 2.301785], [8.798009, 0.840714, 3.762924]], "forces_ev_per_a": [[0.347, 0.125, 0.746], [0.824, -2.646, -0.803], [-1.797, -0.105, -0.293], [0.412, 0.123, 0.014], [-0.096, 0.253, -0.895], [0.309, 0.166, 0.241], [-0.193, 1.071, 0.050], [-0.839, -0.920, 0.255], [0.085, 0.361, -0.513], [-0.917, -0.843, 1.609], [0.416, 0.536, 0.148], [1.073, 0.303, 0.215], [-0.163, 2.044, 1.473], [-0.444, 0.499, -0.055], [-0.875, -0.073, -0.864], [-0.614, -0.868, 0.654], [0.434, -0.995, 0.844], [-0.389, 2.372, -0.183], [1.253, 1.351, -2.172], [0.153, -0.525, -0.461], [0.453, -2.965, -1.947], [1.240, -1.458, 1.514], [-0.124, -0.052, -2.141], [-0.403, -0.039, 0.088], [-0.418, 2.008, 1.349], [-2.216, -1.288, -0.088], [0.433, 0.276, -2.447], [-0.057, 2.394, -0.112], [2.378, -0.419, -0.909], [-1.029, 1.833, 0.944], [2.045, 0.055, 0.927], [-0.550, 0.062, 2.448], [-2.121, -0.818, -0.873], [1.923, -0.001, 1.531], [-1.080, -2.024, 0.762], [1.814, 1.554, -0.911], [-1.459, -0.211, -1.740], [-0.444, -0.994, 2.043], [-0.507, -1.207, -2.239], [0.682, 2.168, 0.731], [0.575, -0.077, -2.373], [-1.018, -0.403, 1.997], [0.456, -1.732, -1.740], [1.412, -1.871, -0.091], [0.257, 1.220, -2.245], [0.311, -1.315, 1.674], [-1.826, 1.512, 0.270], [0.022, -0.228, -0.153], [-1.998, -0.179, -0.726], [1.610, -2.014, -0.084], [-0.039, 1.237, 2.265], [2.354, -0.974, -0.076], [0.090, 2.373, 0.917], [2.158, -0.057, -1.207], [0.270, 1.591, -1.870], [-0.101, -2.205, -1.427], [-0.071, -0.103, 2.406], [-1.187, -1.988, -0.434], [-2.008, 0.662, -1.071], [-0.873, -1.751, 0.898], [0.604, 1.263, 1.729], [-0.618, 1.797, 1.208], [0.039, 2.034, 1.058], [-0.081, -0.066, -0.069], [0.275, -0.007, -0.048], [-0.293, 0.031, -0.105], [0.226, 0.172, 0.137], [0.064, 0.309, 0.053], [-0.176, 0.052, 0.098], [0.088, -0.084, 0.147], [-0.057, -0.305, -0.075]], "lowdin_charge": [-0.14, -0.27, -0.22, -0.17, -0.22, -0.21, -0.21, -0.21, -0.24, -0.22, -0.30, -0.33, 0.28, -0.31, -0.31, -0.24, -0.19, -0.24, -0.25, -0.13, 0.25, -0.41, -0.40, 0.06, 0.10, 0.07, 0.08, 0.12, 0.12, 0.10, 0.12, 0.11, 0.11, 0.13, 0.11, 0.10, 0.10, 0.09, 0.11, 0.11, 0.12, 0.11, 0.10, 0.10, 0.09, 0.05, 0.02, -0.07, 0.02, 0.06, 0.07, 0.11, 0.12, 0.10, 0.11, 0.12, 0.13, 0.12, 0.09, 0.08, 0.11, 0.05, 0.07, 0.59, -0.70, -0.69, 0.64, 0.05, 0.06, 0.05, 0.05]}



Record 3
{"formula": "C19H43GdN2O3P2", "method": "ωB97M-V/def2-TZVPD", "spin_multiplicity": 8, "homo_lumo_gap_ev": [6.4, 6.3], "total_charge": 2, "homo_energy_ev": [-13.451, -13.133], "energy_ev": -68914.7443, "s_squared": 16.04, "species": ["Gd", "P", "P", "N", "C", "H", "H", "C", "H", "H", "C", "H", "H", "C", "H", "H", "C", "C", "H", "H", "H", "C", "C", "H", "H", "H", "C", "C", "H", "H", "H", "C", "C", "H", "H", "H", "C", "C", "H", "H", "H", "C", "H", "H", "H", "C", "H", "H", "H", "C", "H", "H", "H", "H", "H", "H", "H", "O", "H", "H", "N", "C", "C", "O", "O", "H", "H", "H", "H", "H"], "xyz": [[-0.249655, 0.261522, -0.155528], [1.109710, 1.886811, 1.070462], [-1.851367, -0.948477, -1.614822], [-1.812780, 1.772521, 0.055827], [-0.377031, 2.662182, 1.851084], [-0.224008, 2.606673, 2.934585], [-0.337805, 3.725281, 1.570028], [-1.753864, 2.082797, 1.501754], [-1.951899, 1.154018, 2.053536], [-2.558576, 2.795209, 1.711474], [-3.111127, 1.366081, -0.550187], [-3.147410, 1.823369, -1.538046], [-3.895708, 1.787117, 0.072535], [-3.232367, -0.167551, -0.664625], [-4.153064, -0.424837, -1.199024], [-3.279057, -0.624947, 0.336791], [-1.860127, -2.701917, -1.475426], [-1.028161, -3.362698, -0.349217], [-1.499341, -3.267765, 0.634754], [-0.009646, -2.934084, -0.302510], [-0.913927, -4.433887, -0.572823], [-1.918446, -0.353260, -3.297129], [-0.663049, -0.777094, -4.104884], [-0.348104, 0.045960, -4.748744], [-0.874376, -1.642164, -4.737663], [0.174611, -1.024911, -3.433572], [2.003858, 3.130059, 0.196583], [3.434096, 2.641411, -0.076982], [3.927678, 3.258026, -0.841956], [3.437624, 1.605157, -0.416243], [4.032634, 2.725300, 0.838467], [2.010477, 1.087130, 2.404989], [3.111928, 0.112610, 1.952817], [3.428262, -0.495210, 2.812377], [3.993505, 0.633586, 1.564403], [2.760187, -0.573493, 1.166861], [1.400036, -0.627344, -1.011018], [-3.220404, -0.872010, -3.933427], [-3.728363, -1.601609, -3.305110], [-3.917849, -0.048757, -4.135856], [-2.999338, -1.347423, -4.897781], [1.975160, 4.341761, 1.120446], [2.982441, 4.771415, 1.201206], [1.304038, 5.106338, 0.736272], [1.648502, 4.086567, 2.132407], [2.529654, 2.189332, 3.313179], [3.054620, 1.739334, 4.169454], [3.247570, 2.836498, 2.801821], [1.727494, 2.810958, 3.718856], [-1.487930, -3.262581, -2.839644], [-0.473350, -2.978998, -3.148398], [-1.518101, -4.354844, -2.822376], [-2.185779, -2.914855, -3.594272], [-2.919455, -2.885273, -1.266431], [1.248944, 0.492426, 2.939044], [-1.930771, 0.739818, -3.255026], [1.515412, 3.378844, -0.769221], [2.427421, -1.158542, -1.570995], [-1.398672, 2.530760, -0.495417], [0.156337, 1.239324, -1.772086], [1.147827, -4.075501, 2.165894], [1.282924, -2.566138, 2.040736], [-0.115591, -1.892227, 2.416774], [-0.590226, -2.244938, 3.419649], [-0.561206, -1.000703, 1.591372], [0.875530, -4.316501, 3.115269], [0.456725, -4.440685, 1.495860], [2.057118, -4.488027, 1.953457], [2.000456, -2.274221, 2.793220], [1.635149, -2.342720, 1.042193]], "forces_ev_per_a": [[-5.564, 0.212, 4.592], [1.192, 0.312, 0.132], [0.366, 0.422, -1.178], [-1.564, 2.370, -0.740], [-0.067, 0.362, 0.206], [-0.172, 0.112, -0.137], [-0.143, -0.330, 0.098], [-0.423, -0.171, -0.352], [0.020, 0.196, -0.019], [0.227, -0.030, 0.378], [0.590, 0.035, 0.275], [-0.176, -0.007, 0.037], [-0.388, -0.132, -0.140], [-0.149, -0.198, 0.048], [-0.085, 0.072, 0.222], [-0.010, 0.021, -0.259], [-1.063, -1.610, 0.201], [0.178, 0.158, -0.118], [0.011, 0.103, -0.182], [-0.370, -0.082, -0.144], [-0.186, 0.245, -0.051], [-0.520, -0.591, -1.104], [0.240, 0.363, 0.163], [-0.004, -0.073, 0.073], [0.107, 0.273, 0.125], [-0.151, 0.196, -0.414], [0.765, 1.211, -0.096], [0.166, 0.170, -0.104], [-0.272, -0.155, 0.224], [0.143, 0.015, -0.132], [-0.072, -0.126, -0.279], [0.479, 0.197, 0.626], [0.035, 0.006, -0.034], [0.003, 0.237, -0.173], [-0.221, -0.172, 0.162], [0.179, 0.325, 0.228], [14.564, -6.946, -8.629], [-0.438, 0.604, -0.853], [-0.222, -0.012, -0.106], [0.069, -0.274, 0.073], [-0.229, 0.111, 0.219], [0.582, 1.180, 0.076], [-0.320, 0.121, -0.004], [0.043, 0.176, 0.071], [0.197, 0.431, -0.287], [0.788, -0.377, 1.136], [-0.133, 0.197, -0.137], [-0.118, -0.183, 0.151], [0.150, -0.085, 0.018], [0.295, -0.774, -0.216], [-0.316, -0.189, 0.276], [-0.100, 0.079, 0.046], [0.154, -0.279, -0.044], [-0.039, -0.745, -0.092], [0.037, 0.321, -0.138], [0.024, -0.139, 0.211], [0.068, -0.480, 0.582], [-8.711, 4.430, 4.786], [-0.399, 0.134, 0.226], [0.777, 0.122, -0.883], [0.184, 0.698, -0.596], [-1.122, -0.095, 0.127], [1.969, 0.948, -3.192], [-1.645, -1.516, 3.386], [0.683, -1.083, 0.978], [-0.274, -0.084, 0.269], [0.148, 0.049, 0.321], [-0.077, -0.282, 0.104], [0.230, 0.122, 0.045], [0.084, -0.115, -0.058]], "lowdin_spin": [6.79, 0.01, 0.00, 0.01, 0.00, 0.00, 0.00, 0.00, 0.00, 0.00, 0.00, 0.00, 0.00, 0.00, 0.00, 0.00, 0.00, 0.00, 0.00, 0.00, 0.00, 0.01, 0.00, 0.00, 0.00, 0.00, 0.01, 0.00, 0.00, 0.00, 0.00, 0.00, 0.00, 0.00, 0.00, 0.00, 0.04, 0.00, 0.00, 0.00, 0.00, 0.00, 0.00, 0.00, 0.00, 0.00, 0.00, 0.00, 0.00, 0.00, 0.00, 0.00, 0.00, 0.00, 0.00, 0.00, 0.00, 0.08, 0.00, 0.04, 0.00, 0.00, 0.00, 0.00, -0.02, 0.00, 0.00, 0.00, 0.00, 0.00]}